a | Formula: C2H2NPS
Source: OMol25
Level of theory: wB97M-V/def2-TZVPD

Results
Multiplicity: 1
LUMO energy (alpha / beta) (eV): -1.56 / -2.00

Cartesian coordinates (Å):
C1 0.94246 -0.48967 -0.13968
C2 1.59153 0.64729 0.06799
N1 -0.30941 0.01497 -0.00722
P1 -1.73267 -0.75526 -0.00644
S1 -3.26139 0.41609 -0.05144
H1 1.19293 -1.44051 -0.41806
H2 1.57655 1.60710 0.55486


b | Formula: C2H2NPS
Source: OMol25
Level of theory: wB97M-V/def2-TZVPD

Results
Multiplicity: 1
SMILES: C#[N+][S-].C#P
LUMO energy (eV): 0.17

Cartesian coordinates (Å):
C1 -1.68321 -1.30661 1.19856
N1 -1.24296 -0.28459 1.58994
S1 -0.40329 0.98461 1.98963
H1 -2.45201 -2.01619 1.11445
C2 2.03405 0.77161 -2.08824
P1 1.72977 1.99749 -1.21546
H2 2.01765 -0.14631 -2.58889


Which structure wins on stability? b wins.


a | Formula: C5H8BrI
Source: OMol25
Level of theory: wB97M-V/def2-TZVPD

Results
Multiplicity: 1
LUMO energy (eV): 0.17

Cartesian coordinates (Å):
C1 -0.82266 0.94977 0.53120
C2 -2.25523 0.74175 0.28252
C3 1.82085 -0.24565 -0.90415
C4 0.15297 -0.08433 0.91985
C5 0.65003 -0.88873 -0.26478
Br1 -3.44821 2.14855 -0.16461
I1 -3.10663 -1.15637 -0.19018
H1 -0.80991 2.03553 0.70981
H2 1.56473 0.56053 -1.53457
H3 2.28051 -0.98878 -1.45947
H4 2.64411 0.04004 -0.30750
H5 0.92527 0.47306 1.57593
H6 -0.53599 -0.58482 1.63108
H7 1.07813 -1.80093 0.17676
H8 -0.13796 -1.19962 -1.00187


b | Formula: C5H8BrI
Source: OMol25
Level of theory: wB97M-V/def2-TZVPD

Results
Multiplicity: 1
LUMO energy (eV): -1.34

Cartesian coordinates (Å):
C1 1.05198 -0.70384 0.70966
C2 4.27964 0.37928 0.93946
C3 -0.69889 0.78413 -0.39857
C4 0.43268 -1.49866 -0.38752
C5 0.59991 0.00249 -0.53083
Br1 3.91058 2.05646 0.40949
I1 5.29162 -0.82178 -0.40662
H1 0.41134 -0.38993 1.50742
H2 -0.48971 1.82108 -0.29472
H3 -1.14901 0.48273 0.56387
H4 -1.30291 0.71493 -1.38668
H5 1.24104 -2.16432 -0.70468
H6 -0.52437 -1.89843 -0.06675
H7 2.10360 -0.82034 0.97601
H8 1.39040 0.35472 -1.28180


Which structure wins on stability? a wins.


a | Formula: C15H38IrN5O3PS2
Source: OMol25
Level of theory: wB97M-V/def2-TZVPD

Results
Multiplicity: 2
Charge: +2
⟨S²⟩: 0.7550
LUMO energy (alpha / beta) (eV): -5.54 / -7.81

Cartesian coordinates (Å):
Ir1 0.25508 -0.35643 -0.03445
N1 1.65866 -1.11128 -1.41990
C1 2.73856 -0.24332 -1.94696
C2 2.10470 1.01694 -2.48617
N2 1.34649 1.67805 -1.42009
C3 2.21901 2.38967 -0.47504
C4 1.66889 2.27651 0.92741
N3 1.55078 0.83842 1.27834
C5 0.27621 2.54198 -1.94849
C6 -0.99968 1.74626 -2.08995
N4 -1.27730 1.14562 -0.77834
H1 1.11654 -1.47105 -2.20827
H2 2.06758 -1.94426 -0.99924
H3 3.43697 -0.03471 -1.13724
H4 3.28821 -0.76884 -2.72824
H5 2.86571 1.68092 -2.90932
H6 1.41503 0.75868 -3.29283
H7 3.21876 1.95366 -0.50460
H8 2.33129 3.44014 -0.75765
H9 2.31401 2.79726 1.63621
H10 0.67255 2.71451 0.99926
H11 2.48364 0.44028 1.36751
H12 1.13587 0.77196 2.20450
H13 0.11083 3.35760 -1.24121
H14 0.57312 2.99880 -2.89672
H15 -1.81738 2.38837 -2.42346
H16 -0.89879 0.93263 -2.81059
H17 -1.43762 1.86719 -0.07856
H18 -2.12380 0.57344 -0.79909
N5 -1.80235 -0.72513 3.51622
C7 -0.97704 -0.84776 2.50288
O1 -1.07440 -0.04834 1.51737
C8 0.17965 -1.79459 2.54097
C9 0.75163 -1.99081 1.13093
H19 -2.60003 -0.11176 3.43540
H20 -1.80071 -1.40066 4.26383
H21 -0.11472 -2.74058 2.99445
H22 0.91969 -1.34662 3.21498
H23 0.34189 -2.89222 0.67964
H24 1.84070 -2.09079 1.18711
C10 -3.13413 -3.99292 -3.61782
C11 -3.56466 -4.26264 -2.19416
C12 -2.65650 -5.22521 -1.46655
O2 -3.68000 -2.94322 -1.52949
P1 -2.87633 -2.22492 -0.40110
S1 -2.62066 -3.13269 1.27532
S2 -1.08846 -1.73599 -1.39803
O3 -3.61639 -0.83058 -0.24561
C13 -4.87153 -0.33879 -0.85940
C14 -6.03420 -1.23509 -0.49731
C15 -4.70296 -0.10817 -2.34585
H25 -3.16033 -4.92232 -4.18642
H26 -2.11441 -3.60398 -3.64373
H27 -3.80001 -3.27988 -4.10215
H28 -4.59022 -4.62872 -2.17126
H29 -1.63330 -4.84701 -1.41993
H30 -2.64550 -6.16004 -2.02743
H31 -3.00361 -5.43395 -0.45802
H32 -4.98804 0.62091 -0.35428
H33 -5.98448 -2.18527 -1.02555
H34 -6.96359 -0.73729 -0.77481
H35 -6.05684 -1.42363 0.57534
H36 -4.56186 -1.04388 -2.88153
H37 -3.85781 0.55023 -2.55933
H38 -5.60226 0.37499 -2.72876


b | Formula: C15H38IrN5O3PS2
Source: OMol25
Level of theory: wB97M-V/def2-TZVPD

Results
Multiplicity: 2
Charge: +2
⟨S²⟩: 0.7549
LUMO energy (alpha / beta) (eV): -5.55 / -7.94

Cartesian coordinates (Å):
Ir1 1.21797 0.46006 0.59844
N1 2.56209 -0.47899 -0.73110
C1 3.79220 0.19376 -1.20849
C2 3.37841 1.50868 -1.82664
N2 2.63913 2.29114 -0.83354
C3 3.53346 2.93638 0.13640
C4 2.85653 3.04186 1.48172
N3 2.46503 1.68391 1.93403
C5 1.68419 3.23727 -1.44058
C6 0.32196 2.57890 -1.59372
N4 -0.08097 2.07783 -0.27081
H1 2.00843 -0.76126 -1.54271
H2 2.80718 -1.36467 -0.29110
H3 4.45950 0.33291 -0.35881
H4 4.30289 -0.44247 -1.93154
H5 4.25099 2.05509 -2.19914
H6 2.72406 1.32174 -2.68093
H7 4.44036 2.33918 0.23996
H8 3.84715 3.92410 -0.21521
H9 3.51898 3.51416 2.20779
H10 1.95021 3.64526 1.42330
H11 3.29203 1.17459 2.23909
H12 1.88467 1.78688 2.76374
H13 1.59476 4.10957 -0.79045
H14 2.05323 3.59907 -2.40419
H15 -0.40402 3.28597 -1.99848
H16 0.36400 1.72284 -2.26983
H17 -0.23793 2.85166 0.37143
H18 -0.96396 1.57365 -0.34602
N5 -1.10951 0.01086 3.92758
C7 -0.14955 -0.03123 3.03930
O1 -0.19110 0.76925 2.04281
C8 1.06729 -0.88068 3.21112
C9 1.74549 -1.10751 1.84973
H19 -1.93977 0.54973 3.72788
H20 -1.15737 -0.67877 4.66098
H21 0.81795 -1.81674 3.70693
H22 1.72678 -0.33136 3.89429
H23 1.41664 -2.05246 1.41680
H24 2.83169 -1.12988 1.97767
C10 -2.14492 -3.03042 -3.02415
C11 -2.38564 -3.56525 -1.63125
C12 -1.28386 -4.47291 -1.13875
O2 -2.62547 -2.39336 -0.75735
P1 -1.81430 -1.72212 0.39875
S1 -1.22376 -2.78884 1.88504
S2 -0.25025 -0.83800 -0.72127
O3 -2.75107 -0.54430 0.87474
C13 -3.96234 0.02317 0.25089
C14 -5.12103 -0.94097 0.38640
C15 -3.71933 0.48693 -1.16959
H25 -2.10523 -3.85972 -3.73007
H26 -1.19486 -2.49452 -3.07146
H27 -2.94799 -2.36137 -3.33117
H28 -3.34099 -4.08692 -1.58741
H29 -0.32077 -3.95911 -1.12312
H30 -1.21056 -5.30852 -1.83567
H31 -1.49026 -4.87057 -0.14878
H32 -4.14416 0.89180 0.88467
H33 -5.01256 -1.79130 -0.28351
H34 -6.04579 -0.42054 0.13553
H35 -5.20286 -1.30316 1.41034
H36 -3.47633 -0.34289 -1.83056
H37 -2.91917 1.22806 -1.22262
H38 -4.62760 0.96462 -1.53737


Which structure wins on stability? a wins.


a | Formula: C5H13NS
Source: OMol25
Level of theory: wB97M-V/def2-TZVPD

Results
Multiplicity: 2
Charge: +1
⟨S²⟩: 0.7548
LUMO energy (alpha / beta) (eV): -2.60 / -7.93

Cartesian coordinates (Å):
C1 -1.22422 0.65039 1.25529
C2 -1.96247 0.98805 -0.05460
S1 -1.46911 0.05492 -1.54249
C3 0.25973 0.47664 0.92147
N1 0.69790 -0.88152 0.59910
C4 2.02527 -0.93302 -0.07814
C5 3.21943 -0.34784 0.71711
H1 -1.28886 1.40888 2.05301
H2 -1.62878 -0.23035 1.76347
H3 -1.53125 1.94865 -0.36930
H4 -3.05018 0.93596 -0.00191
H5 -2.29444 -1.01298 -1.53159
H6 0.64504 0.81298 1.90264
H7 0.68385 1.16087 0.18859
H8 0.02493 -1.26375 -0.08788
H9 1.92487 -0.42001 -1.03705
H10 2.15548 -1.95756 -0.43515
H11 3.50816 -0.84896 1.62567
H12 2.92723 0.69094 0.79860
H13 4.04906 -0.46883 0.03550


b | Formula: C5H13NS
Source: OMol25
Level of theory: wB97M-V/def2-TZVPD

Results
Multiplicity: 2
Charge: +1
⟨S²⟩: 0.7543
LUMO energy (alpha / beta) (eV): -3.05 / -7.59

Cartesian coordinates (Å):
C1 1.15664 1.05138 -1.69414
N1 -0.09274 0.71585 -1.07997
C2 -0.35616 0.69768 0.33667
C3 -0.46825 -0.69214 0.94853
C4 0.62220 -1.66265 0.50664
S1 0.19178 -3.30908 1.06957
C5 -1.58091 1.60349 0.64465
H1 1.87438 0.28954 -1.36309
H2 1.04872 0.98128 -2.77475
H3 1.50933 2.03944 -1.38407
H4 -0.72804 0.11731 -1.61076
H5 0.52423 1.17552 0.77913
H6 -0.27671 -0.53714 2.01335
H7 -1.45098 -1.15529 0.86879
H8 0.77969 -1.59548 -0.57596
H9 1.59024 -1.32423 0.88691
H10 1.18448 -3.95846 0.44649
H11 -1.61034 2.39768 -0.10827
H12 -2.50467 1.04772 0.50577
H13 -1.41289 2.11757 1.58451


Which structure wins on stability? b wins.


a | Formula: C7H12NO3P
Source: OMol25
Level of theory: wB97M-V/def2-TZVPD

Results
Multiplicity: 1
LUMO energy (alpha / beta) (eV): -1.21 / -0.71

Cartesian coordinates (Å):
C1 -2.54234 0.32002 -0.85717
C2 -2.49793 -0.96764 1.36851
C3 -2.26218 -0.43615 0.21121
C4 0.29443 -2.55444 -0.54177
C5 2.82950 1.09558 -1.03079
C6 -0.34217 2.26129 1.09030
C7 0.04159 -1.06201 -0.93221
N1 -2.69601 0.79109 -1.92030
O1 0.74282 -0.49240 1.73296
O2 2.39215 0.23911 0.01493
O3 0.30924 1.51055 0.06717
P1 0.81261 0.01681 0.36448
H1 -1.72393 -1.56487 1.63958
H2 -3.39946 -0.87658 2.08001
H3 0.78326 -2.78157 0.44994
H4 -0.70412 -3.15733 -0.59542
H5 0.89880 -2.92149 -1.33000
H6 2.20957 0.86037 -1.94893
H7 4.00461 0.88522 -1.24927
H8 2.87634 2.14159 -0.66335
H9 -0.35006 1.79874 2.04130
H10 -1.35892 2.56339 0.68614
H11 0.24351 3.23487 1.14564
H12 -0.56130 -0.90413 -1.82297


b | Formula: C7H12NO3P
Source: OMol25
Level of theory: wB97M-V/def2-TZVPD

Results
Multiplicity: 1
LUMO energy (eV): -0.76

Cartesian coordinates (Å):
C1 0.64090 -1.27950 -2.73473
C2 2.63110 2.25319 0.39722
C3 0.60211 -0.60287 -1.57545
C4 1.73165 1.26708 0.44898
C5 0.36177 -1.31458 -0.31160
C6 -0.73503 -0.20814 2.13018
C7 -1.97513 -0.15224 0.02615
N1 -0.68519 -0.06471 0.62155
O1 -0.26015 2.21700 -1.07602
O2 0.67804 -2.22034 0.33592
O3 -0.40469 2.52806 1.49019
P1 0.04535 1.83855 0.30471
H1 0.66607 -0.68671 -3.58396
H2 0.71486 -2.36888 -2.91672
H3 3.69583 1.99705 0.44938
H4 2.52420 3.28757 0.75016
H5 0.60967 0.42505 -1.45801
H6 1.96501 0.23720 0.31003
H7 -0.98904 0.78762 2.39899
H8 -1.43510 -0.96464 2.25197
H9 0.26456 -0.37817 2.49053
H10 -2.34393 -1.22406 0.05791
H11 -2.76930 0.34670 0.46438
H12 -1.88485 0.06121 -0.99733


Which structure wins on stability? b wins.